73
Properties=species:S:1:pos:R:3:mulliken_charge:R:1 method="wB97M-V/def2-TZVPD" e_above_lowest_kcal_mol=19.6 orbital_gap_ev=9.12 charge=0 total_energy_ha=-1229.86566 smiles="CC[C@@H](C)C1=CC(=O)C=C(C[C@H](C)F)C1=O.CCCCCC.CCCCCC" homo_ev=-9.6557
C 0.049 -5.365 -0.020 -1.41
C -1.114 -5.762 -0.960 -0.24
C -1.286 -4.818 -2.202 0.47
C -2.047 -5.663 -3.253 -1.64
C -2.131 -3.639 -1.717 0.16
C -1.770 -2.829 -0.756 0.25
C -2.712 -1.724 -0.330 -0.16
O -2.337 -0.631 -0.061 -0.49
C -4.171 -2.129 -0.319 -0.43
C -4.542 -2.923 -1.283 0.54
C -5.929 -3.491 -1.460 -1.47
C -6.169 -4.867 -0.788 0.48
C -5.047 -5.369 0.119 -1.08
F -6.360 -5.846 -1.760 -0.37
C -3.493 -3.309 -2.317 -0.06
O -3.724 -3.302 -3.477 -0.53
H -0.383 -4.868 0.859 0.38
H 0.748 -4.647 -0.458 0.31
H 0.566 -6.244 0.372 0.33
H -2.061 -5.696 -0.412 -0.12
H -1.045 -6.804 -1.290 0.60
H -0.313 -4.490 -2.577 0.47
H -2.272 -5.075 -4.145 0.38
H -1.537 -6.603 -3.466 0.46
H -3.022 -5.906 -2.805 0.25
H -0.819 -2.917 -0.242 0.36
H -4.861 -1.813 0.458 0.49
H -6.051 -3.670 -2.538 0.37
H -6.699 -2.764 -1.194 0.45
H -7.091 -4.823 -0.202 0.31
H -5.492 -6.118 0.788 0.44
H -4.278 -5.914 -0.437 0.14
H -4.611 -4.604 0.763 0.30
C 3.734 1.043 3.259 -1.31
C 2.270 1.466 3.188 -0.01
C 1.345 0.369 2.660 -0.77
C 1.631 -0.083 1.228 -0.27
C 1.583 1.027 0.180 0.35
C 0.211 1.682 0.056 -0.87
H 4.134 0.808 2.271 0.27
H 4.342 1.848 3.676 0.38
H 3.856 0.165 3.897 0.38
H 2.178 2.369 2.577 -0.08
H 1.938 1.742 4.193 0.38
H 0.310 0.717 2.732 0.32
H 1.414 -0.502 3.320 0.40
H 0.906 -0.859 0.959 -0.16
H 2.613 -0.566 1.187 0.39
H 1.852 0.597 -0.790 0.41
H 2.338 1.788 0.398 -0.42
H -0.549 0.942 -0.199 0.01
H 0.223 2.439 -0.731 0.40
H -0.086 2.176 0.983 0.28
C 2.590 8.447 -0.771 -1.23
C 2.190 6.975 -0.813 -0.42
C 2.204 6.304 0.560 -0.30
C 3.570 6.259 1.248 -0.69
C 4.673 5.563 0.452 -0.49
C 4.382 4.091 0.184 -0.88
H 3.615 8.578 -0.420 0.28
H 2.527 8.886 -1.769 0.39
H 1.926 9.012 -0.114 0.30
H 2.843 6.437 -1.506 0.23
H 1.180 6.900 -1.223 0.39
H 1.813 5.287 0.458 -0.02
H 1.502 6.828 1.218 0.41
H 3.454 5.753 2.212 0.36
H 3.893 7.278 1.483 0.33
H 5.605 5.638 1.019 0.35
H 4.848 6.082 -0.494 0.28
H 4.241 3.545 1.121 0.09
H 5.215 3.630 -0.351 0.37
H 3.487 3.962 -0.427 0.23